No. 1
Computed, not measured: 2 unconnected molecules or ions with the total composition C2HClFN3 at a distorted geometry, with ωB97M-V with the def2-TZVPD basis set.

The HOMO energy (spin up / spin down) is -7.59 / -11.53 eV. As for the total energy: -21793.483 eV. Its spin multiplicity is 3. Its total charge is 0. As for the expectation value of S²: 2.01. The value obtained for the HOMO-LUMO gap (spin up / spin down) is 8.164 / 8.569 eV.

```
8
Properties=species:S:1:pos:R:3:forces:R:3
C -2.274867 -0.216472 -0.692382 -0.10 -0.30 -0.50
C 1.580534 -0.063466 0.464048 -0.20 -3.37 0.63
N -2.199593 -0.719700 -1.715821 0.18 -0.39 -0.83
N 1.169118 0.670264 -0.724847 2.84 0.63 -3.24
N 0.358909 0.643310 0.186630 -3.10 0.54 2.63
F 2.357524 0.483580 1.391877 -0.23 -0.76 -0.87
Cl -2.463874 0.462458 0.734844 -0.48 0.66 1.40
H 1.472250 -1.259975 0.355652 1.08 2.98 0.78
```
Forces are in eV/Å.

Löwdin atomic charge list, values in e, 2 entries: C -0.892; C -0.321



No. 2
Computed, not measured: C8H11N5S in the gas phase at a distorted geometry, with ωB97M-V with the def2-TZVPD basis set.

The HOMO energy (spin up / spin down) is -5.23 / -8.65 eV. As for the total energy: -26754.280 eV. Its spin multiplicity is 3. Its total charge is 0. As for the expectation value of S²: 2.02. The value obtained for the HOMO-LUMO gap (spin up / spin down) is 5.755 / 7.017 eV.

```
25
Properties=species:S:1:pos:R:3:forces:R:3
C 1.837769 0.677186 1.641871 -1.32 -1.20 0.32
C 0.052080 -1.512267 -0.054646 0.18 -0.39 0.48
C 0.886065 -2.473870 0.370621 -0.09 2.67 -2.38
C 2.055842 -0.945243 -0.811518 2.24 0.08 -1.33
C 0.143036 0.767697 -1.140109 0.47 -1.67 1.00
C -2.565497 2.110700 0.920222 -1.74 -0.42 -0.94
C 3.273626 -0.335087 -1.313972 -2.38 -0.08 0.27
C -1.560093 1.019659 0.490131 1.04 0.88 2.54
N 1.263291 -0.047869 2.352174 0.41 0.39 0.20
N 0.741020 -0.495755 -0.684096 -0.01 0.81 -1.41
N -0.838693 1.349883 -0.648526 0.26 1.39 -1.53
N 2.122227 -2.163364 -0.172564 1.42 -2.68 2.00
N 2.336819 1.495960 0.778502 -0.33 0.78 1.20
S 3.614555 1.298308 -0.058163 2.24 1.01 -1.44
H -0.987642 -1.505469 -0.025887 -1.27 0.14 0.48
H 0.649420 -3.174906 1.067029 -0.20 -2.27 1.38
H 0.584862 1.281645 -1.945565 1.16 -0.10 -1.09
H -2.080561 2.946302 1.437881 -0.08 -0.22 -0.23
H -3.195291 2.532560 0.019850 1.34 -0.87 1.64
H -3.298535 1.614398 1.624406 0.73 0.74 -0.60
H 4.115140 -0.985132 -1.281536 0.57 -0.57 0.37
H 3.291043 0.163487 -2.281940 -0.39 0.28 0.26
H -2.018096 0.083992 0.283138 -0.88 -0.81 0.53
H -0.754741 0.930735 1.322708 -1.62 -0.42 -0.86
H 2.932868 -2.863686 0.006142 -1.74 2.55 -0.85
```
Forces are in eV/Å.

Löwdin atomic charge list, values in e, 2 entries: C -0.498; C -0.092



No. 3
Computed, not measured: 2 unconnected molecules or ions with the total composition C4H12O at a distorted geometry, with ωB97M-V with the def2-TZVPD basis set.

The HOMO energy is -11.23 eV. As for the total energy: -6389.885 eV. Its total charge is 0. The value obtained for the HOMO-LUMO gap is 12.128 eV. Its SMILES is CC(C)C.O.

```
17
Properties=species:S:1:pos:R:3:forces:R:3
C 0.190427 1.599272 -0.849106 0.46 0.46 -0.31
C -0.248953 0.236334 -0.347653 1.14 0.09 1.28
C 0.239735 0.087471 1.131142 -0.48 0.33 -0.50
C -1.743299 0.024858 -0.388182 -0.40 0.93 -1.32
H -0.118930 1.879834 -1.858998 -0.48 -0.25 0.07
H -0.126132 2.378166 -0.150376 0.00 0.07 -0.14
H 1.282814 1.629288 -0.932595 -0.03 0.06 0.38
H 0.413393 -0.470140 -0.860404 -0.87 -0.44 -0.52
H -0.356516 -0.668782 1.639562 0.44 -0.37 0.01
H 0.096545 0.992701 1.713864 -0.16 0.36 -0.07
H 1.308989 -0.103923 1.140768 0.05 -0.32 0.24
H -2.178702 0.193157 -1.385015 0.39 -0.38 -0.10
H -2.086970 -0.942145 -0.047320 -0.01 -0.08 0.37
H -2.200565 0.870721 0.137609 -0.03 -0.42 0.61
H 2.460746 -2.263182 0.762888 -0.51 -0.39 -0.27
H 1.241796 -2.501738 -0.175813 0.46 -0.19 0.49
O 1.825621 -2.941892 0.469631 0.05 0.54 -0.22
```
Forces are in eV/Å.

Löwdin atomic charge list, values in e, 2 entries: C -0.103; C -0.489



No. 4
Computed, not measured: a molecular structure, CH9Na5O8 at a distorted geometry, with ωB97M-V with the def2-TZVPD basis set.

The HOMO energy is -12.83 eV. As for the total energy: -39635.248 eV. Its total charge is +2. The value obtained for the HOMO-LUMO gap is 5.371 eV.

```
23
Properties=species:S:1:pos:R:3:forces:R:3
Na 1.887894 -2.445330 -1.236984 1.00 0.68 -0.09
Na 0.743459 -0.578844 3.196970 -0.38 0.28 -0.36
Na 1.191671 -3.941646 1.510792 -0.12 0.32 0.04
Na 1.251456 2.477776 0.072499 -0.61 -0.13 0.28
Na 0.930091 0.718518 -3.182037 -0.26 -0.13 0.23
O 4.018491 -1.323829 -1.490213 -1.38 -0.91 0.39
H 3.254767 -0.842508 -1.824330 0.01 0.82 -0.32
C 0.331770 -0.570124 0.309289 1.74 1.33 -0.06
O 0.786995 -1.614147 0.885146 -0.08 -2.03 0.75
O 0.587300 -0.368525 -0.927209 -0.34 -0.11 -0.96
O -0.162332 0.372785 1.033226 0.01 0.19 0.17
O -1.244488 -0.949294 -3.031350 0.96 0.43 -0.37
H -0.557253 -0.936393 -2.340992 -0.40 -0.21 0.28
H -0.816400 -1.268206 -3.840880 -0.46 -0.29 0.13
O -0.027056 2.464850 2.970891 0.36 0.06 -0.16
H -0.026182 1.721779 2.359233 -0.52 -0.09 -0.32
H -0.876696 2.907962 2.839883 0.10 -0.11 0.19
O -2.509656 -0.987537 1.764934 0.61 -0.06 -0.01
H -1.686156 -0.551232 1.468218 -0.60 -0.07 0.08
H -2.641391 -1.729819 1.163647 -0.17 0.13 0.06
O -1.152496 2.530002 -0.776921 0.32 -0.17 0.42
H -1.888339 3.153491 -0.693709 0.15 -0.08 -0.14
H -1.395444 1.760263 -0.230108 0.06 0.15 -0.22
```
Forces are in eV/Å.

Löwdin atomic charge list, values in e, 2 entries: Na 0.617; Na 0.809



No. 5
Computed, not measured: 2 unconnected molecules or ions with the total composition C3H3FO2 at a distorted geometry, with ωB97M-V with the def2-TZVPD basis set.

The HOMO energy (spin up / spin down) is -2.02 / -3.99 eV. As for the total energy: -9970.629 eV. Its spin multiplicity is 2. Its total charge is -1. As for the expectation value of S²: 0.75. The value obtained for the HOMO-LUMO gap (spin up / spin down) is 6.357 / 8.197 eV.

```
9
Properties=species:S:1:pos:R:3:forces:R:3
H 1.121283 1.847428 -0.437463 -0.13 -0.29 -0.17
O -1.131780 -0.967697 0.683852 -1.40 1.54 0.36
O -3.155603 -0.567984 1.596571 -0.08 0.94 -0.24
C 0.899034 0.887872 -0.904864 -0.04 -1.35 0.74
C 0.958913 -0.271925 -0.197233 2.69 1.65 -2.19
C -2.135264 -0.234155 0.998622 1.36 -2.76 0.10
H 0.649449 0.825104 -1.964292 -0.31 0.16 0.45
H 1.062661 -1.236999 -0.705555 -1.00 0.20 0.54
F 1.731307 -0.281644 0.930361 -1.09 -0.09 0.43
```
Forces are in eV/Å.

Löwdin atomic charge list, values in e, 2 entries: H 0.041; O -0.180



No. 6
Computed, not measured: 10 unconnected molecules or ions with the total composition C6H32NO9S at a distorted geometry, with ωB97M-V with the def2-TZVPD basis set.

The HOMO energy is -3.81 eV. As for the total energy: -37495.955 eV. Its total charge is -1. The value obtained for the HOMO-LUMO gap is 6.456 eV.

```
49
Properties=species:S:1:pos:R:3:forces:R:3
C 1.623893 -0.276734 -1.613694 0.92 -0.90 -0.50
C 2.991556 0.430173 -1.667989 -0.46 0.71 0.56
S 2.817027 2.249016 -1.435940 0.31 -0.16 0.02
N 1.452446 -1.039311 -0.370880 -0.92 0.00 -0.75
C 0.153752 -1.741847 -0.337275 -0.06 -1.78 1.28
C -0.339302 -1.764954 1.144232 -0.19 1.63 -1.06
C -0.871962 -0.344552 1.506915 1.44 -0.91 -0.97
C -1.378063 -2.783186 1.560760 -0.67 0.03 -0.54
H 1.521037 -0.916081 -2.514885 -0.07 -0.13 0.20
H 0.792778 0.400750 -1.635458 -0.25 0.63 -0.05
H 3.571057 0.020665 -0.834852 0.18 0.04 -0.15
H 3.548442 0.277029 -2.597220 -0.30 -0.28 0.10
H 2.172447 -1.749628 -0.256040 0.09 0.31 -0.08
H 0.341784 -2.801549 -0.585969 -0.23 0.14 -0.32
H -0.638764 -1.394823 -0.987557 0.19 0.55 -0.39
H 0.638487 -1.793412 1.595629 0.00 -0.77 1.11
H -0.280520 0.334694 0.884411 -0.54 0.35 -0.13
H -0.511150 -0.129907 2.487887 -0.44 0.27 0.91
H -1.943349 -0.262615 1.343933 -0.01 0.17 0.10
H -1.441125 -2.873941 2.642403 0.29 -0.35 0.13
H -1.343273 -3.748996 1.047979 0.47 -0.10 0.35
H -2.375162 -2.401429 1.290175 0.18 0.05 -0.11
H -1.241837 3.873252 -0.954125 0.51 -0.42 -0.09
H -0.317201 2.870248 -0.173033 -0.05 0.56 -0.19
O -1.239802 3.138706 -0.329511 -0.20 -0.14 0.50
H -3.529592 -1.789294 -0.991372 0.28 -1.01 -0.32
H -3.273437 -0.482818 -1.355583 0.69 1.61 -0.38
O -3.017787 -1.347639 -1.684091 -0.89 -1.00 0.71
H 1.970422 2.506216 0.467154 0.26 0.24 -0.01
H 1.937473 3.464745 1.755292 -0.12 -0.48 -0.52
O 1.465232 2.748874 1.298250 -0.43 0.46 0.42
H 2.616052 -2.427221 2.488571 0.04 -0.17 -0.08
H 3.358356 -1.174969 2.215814 -0.03 0.15 -0.27
O 3.361277 -2.113192 1.965099 0.10 -0.23 0.31
H 1.819760 -0.183969 1.147667 0.32 0.15 0.11
H 1.533575 0.993039 2.054038 0.04 1.07 0.11
O 2.083137 0.217604 2.015335 0.16 -1.06 0.09
H 0.951808 3.193168 -3.091637 0.26 -0.60 0.44
H 0.149566 1.936242 -2.621070 0.42 0.87 -0.19
O 0.063117 2.856512 -2.927517 -0.91 -0.02 -0.44
H -2.140085 1.209325 -0.177299 -0.79 0.24 -0.40
H -3.288954 1.794609 -1.010430 0.23 0.23 0.03
O -3.063480 1.038797 -0.464048 0.21 -0.24 0.36
H -0.770655 -0.898796 -3.725973 -0.11 0.23 -0.18
H -2.151102 -1.464535 -3.548151 -0.06 0.54 -0.08
O -1.669925 -0.796011 -4.068168 0.24 -0.63 0.19
H -2.388256 0.386811 3.384708 0.13 -0.02 -0.77
H -1.608601 1.739171 3.631878 -0.15 -0.39 -0.44
O -2.111117 1.021746 4.031636 -0.09 0.57 1.38
```
Forces are in eV/Å.

Löwdin atomic charge list, values in e, 2 entries: C -0.308; C -0.623